(1)
{"formula": "C2H4IPS", "method": "wB97M-V/def2-TZVPD", "symbols": ["C", "C", "P", "S", "I", "H", "H", "H", "H"], "positions_angstrom": [[0.842, -0.109, -0.576], [1.092, -0.137, 0.859], [-1.721, 0.945, -1.256], [1.601, -0.620, -1.862], [-2.774, 0.540, 0.862], [2.186, -0.147, 1.109], [0.589, -1.091, 1.300], [0.679, 0.696, 1.440], [-2.495, -0.079, -1.875]], "e_tot_ha": -1115.7119, "de_lowest_kcal_mol": 6.6, "charge": 0, "homo_lumo_gap_ev": [6.77, 7.55], "multiplicity": 3}


(2)
{"formula": "C2HN3O2", "method": "wB97M-V/def2-TZVPD", "symbols": ["C", "C", "H", "N", "N", "N", "O", "O"], "positions_angstrom": [[0.757, 0.995, -0.011], [-0.276, -0.937, 0.620], [-0.229, -1.959, 1.211], [0.482, 0.124, 1.157], [-0.908, -1.035, -0.656], [-1.187, -0.024, -1.242], [1.789, 1.614, -0.294], [-0.428, 1.222, -0.785]], "e_tot_ha": -391.4211, "de_lowest_kcal_mol": 112.8, "smiles": "O=c1ncnno1", "charge": 0, "homo_lumo_gap_ev": 9.01}


(3)
{"formula": "C4H8N2O2", "method": "wB97M-V/def2-TZVPD", "symbols": ["C", "C", "C", "C", "N", "N", "O", "O", "H", "H", "H", "H", "H", "H", "H", "H"], "positions_angstrom": [[0.838, 1.511, 0.792], [1.068, 0.316, 0.306], [-0.197, -1.579, 1.396], [-0.020, -0.557, -0.178], [0.298, -1.328, -1.314], [-1.331, 0.086, -0.420], [0.489, -2.519, 1.654], [-1.303, -1.197, 2.093], [1.674, 2.014, 1.169], [-0.261, 1.835, 0.879], [2.090, 0.016, 0.394], [-0.273, -2.056, -1.650], [1.295, -1.661, -1.251], [-1.927, -0.655, 1.600], [-1.857, -0.708, -0.733], [-1.162, 0.723, -1.205]], "e_tot_ha": -417.1542, "de_lowest_kcal_mol": 63.8, "smiles": "C=CC(N)(N)C(=O)O", "charge": 0, "homo_lumo_gap_ev": 9.33}